This record from the Open Molecules 2025 dataset describes a 2-piece molecular cluster, C2H9NOS overall. The level of theory is ωB97M-V/def2-TZVPD.

Each line ends with the Löwdin charge.
Positions of all 14 atoms, in Å:
N (2.30, -2.28, -2.21)  0.014
C (2.10, -1.50, -1.03)  -0.356
O (1.57, -2.22, 0.08)  -0.079
H (2.73, -3.16, -1.99)  0.066
H (1.43, -2.46, -2.70)  0.067
H (3.05, -1.05, -0.72)  0.107
H (1.37, -0.73, -1.23)  0.105
H (2.29, -2.57, 0.61)  0.076
C (-1.11, 2.48, 0.46)  -0.493
S (-2.49, 1.76, 1.42)  0.604
H (-1.05, 3.54, 0.65)  0.016
H (-0.20, 1.96, 0.73)  0.015
H (-1.29, 2.34, -0.61)  0.024
H (-3.44, 2.47, 0.81)  -0.166

Its SMILES is NCO.CS. As for the calculated total energy: -16592.2600 eV. For the gap between HOMO and LUMO, the calculation gives 0.3605 hartree. The energy above the lowest of the compared OMol25 structures with the same formula, charge and spin is 39.2 kJ/mol. The total charge is 0.



This record from the Open Molecules 2025 dataset describes C27H36BF4LiO11 as an isolated structure. The level of theory is ωB97M-V/def2-TZVPD.

Each line ends with the Löwdin charge.
Positions of all 80 atoms, in Å:
Li (24.80, 38.56, 35.14)  0.845
B (26.95, 37.67, 32.96)  -1.397
F (28.08, 37.60, 33.78)  0.145
F (26.75, 36.48, 32.37)  0.198
F (25.86, 37.90, 33.72)  0.131
F (27.17, 38.70, 32.05)  0.140
C (27.29, 39.11, 36.72)  -0.109
O (25.93, 39.52, 36.98)  -0.205
H (27.52, 39.38, 35.76)  0.027
H (27.00, 38.02, 36.75)  0.107
H (28.09, 39.35, 37.45)  0.107
H (25.56, 39.33, 37.89)  0.123
C (27.52, 42.00, 33.35)  -0.097
O (26.81, 40.84, 33.77)  -0.102
H (28.29, 41.72, 32.59)  0.111
H (27.89, 42.52, 34.24)  0.103
H (27.07, 42.60, 32.84)  -0.031
H (27.12, 40.19, 33.15)  0.016
C (26.93, 33.68, 34.68)  -0.091
O (25.78, 34.19, 35.44)  -0.094
H (26.58, 33.80, 33.66)  0.068
H (27.10, 32.67, 35.17)  0.087
H (27.98, 33.99, 34.96)  0.090
H (25.08, 33.95, 35.01)  -0.047
C (30.90, 36.64, 37.55)  -0.088
C (31.86, 37.24, 38.25)  -0.028
C (32.36, 38.45, 37.54)  -0.336
C (31.96, 38.89, 36.25)  -0.020
C (30.96, 38.12, 35.58)  0.000
C (30.38, 36.97, 36.26)  -0.257
O (29.33, 36.27, 35.65)  -0.012
O (33.36, 39.20, 38.05)  -0.029
H (30.27, 35.84, 38.04)  0.130
H (32.12, 36.90, 39.25)  0.109
H (32.35, 40.00, 36.16)  0.157
H (30.69, 38.43, 34.56)  0.084
H (28.94, 36.80, 34.92)  0.051
H (33.73, 38.87, 38.98)  0.176
C (28.45, 37.85, 28.87)  -0.022
C (29.02, 37.00, 28.00)  -0.053
C (30.03, 37.42, 27.17)  -0.355
C (30.48, 38.74, 27.20)  -0.044
C (30.11, 39.68, 28.16)  -0.006
C (28.98, 39.22, 28.96)  -0.263
O (28.56, 40.00, 30.00)  -0.013
O (30.66, 36.51, 26.39)  0.063
H (27.75, 37.41, 29.41)  0.055
H (28.89, 35.77, 28.21)  0.187
H (31.26, 39.15, 26.48)  0.139
H (30.46, 40.74, 28.41)  0.143
H (28.26, 39.45, 30.77)  0.081
H (30.04, 35.87, 26.20)  0.047
C (29.32, 32.68, 29.57)  0.006
C (28.96, 31.64, 28.65)  0.019
C (27.54, 31.44, 28.40)  -0.310
C (26.64, 32.22, 29.08)  -0.065
C (26.96, 33.06, 30.14)  -0.015
C (28.32, 33.45, 30.30)  -0.311
O (28.72, 34.35, 31.25)  -0.013
O (27.15, 30.56, 27.42)  -0.005
H (30.36, 32.99, 29.83)  0.122
H (29.66, 31.30, 27.96)  0.082
H (25.66, 32.15, 28.94)  0.060
H (26.04, 33.37, 30.74)  0.136
H (28.10, 35.13, 31.43)  0.114
H (26.14, 30.35, 27.30)  0.171
C (31.76, 38.66, 32.19)  -0.048
C (31.22, 37.41, 32.16)  -0.051
C (32.07, 36.36, 32.52)  -0.290
C (33.45, 36.68, 32.79)  0.012
C (34.03, 37.95, 32.66)  -0.030
C (33.14, 38.92, 32.38)  -0.355
O (33.72, 40.16, 32.30)  0.038
O (31.62, 35.07, 32.66)  0.041
H (31.14, 39.60, 31.73)  0.167
H (30.07, 37.24, 32.07)  0.145
H (34.12, 35.96, 32.97)  0.069
H (35.16, 38.10, 32.58)  0.149
H (34.64, 40.07, 32.16)  0.066
H (30.70, 34.99, 32.37)  0.077

As for the calculated total energy: -62854.8933 eV. For the gap between HOMO and LUMO, the calculation gives 0.2201 hartree. The energy above the lowest of the compared OMol25 structures with the same formula, charge and spin is 57.4 kJ/mol. The total charge is 0.



This record from the Open Molecules 2025 dataset describes a single C16H25NO2 molecule. The level of theory is ωB97M-V/def2-TZVPD.

Each line ends with the Löwdin charge.
Positions of all 44 atoms, in Å:
C (2.83, -1.85, 1.30)  -0.081
C (1.35, -2.09, 0.89)  -0.369
C (1.37, -3.22, -0.23)  -0.045
C (0.79, -0.73, 0.51)  -0.192
C (0.06, -0.18, 1.73)  -0.204
O (-1.21, -0.86, 1.70)  0.091
C (-1.50, -1.19, 0.40)  -0.432
O (-2.46, -1.79, 0.06)  0.166
C (-0.38, -0.69, -0.50)  -0.125
C (-0.75, 0.73, -0.90)  -0.154
C (0.25, 1.30, -1.94)  -0.136
C (1.03, 2.46, -1.34)  -0.121
C (0.20, 2.99, -0.12)  -0.227
C (1.05, 3.33, 1.12)  -0.182
N (1.32, 2.04, 1.65)  -0.149
C (2.10, 2.04, 2.96)  -0.054
C (-0.03, 1.33, 1.62)  -0.147
C (-0.68, 1.84, 0.27)  -0.273
C (-2.11, 2.40, 0.68)  -0.004
H (3.38, -1.23, 0.51)  0.098
H (3.48, -2.75, 1.39)  0.081
H (2.74, -1.29, 2.26)  0.074
H (0.99, -2.50, 1.81)  0.125
H (1.69, -2.66, -1.16)  0.099
H (0.41, -3.84, -0.18)  0.105
H (2.21, -3.86, 0.01)  0.047
H (1.65, -0.13, 0.10)  0.156
H (0.64, -0.44, 2.63)  0.147
H (-0.24, -1.21, -1.36)  0.119
H (-1.64, 0.67, -1.47)  0.134
H (1.00, 0.54, -2.20)  0.117
H (-0.42, 1.58, -2.76)  0.117
H (2.00, 2.09, -0.98)  0.104
H (1.28, 3.27, -2.11)  0.129
H (-0.37, 3.78, -0.39)  0.101
H (0.50, 4.00, 1.82)  0.127
H (1.96, 3.92, 0.83)  0.137
H (3.17, 2.40, 2.79)  0.101
H (1.64, 2.69, 3.74)  0.077
H (2.16, 1.04, 3.43)  0.064
H (-0.62, 1.75, 2.47)  0.158
H (-2.51, 1.76, 1.44)  0.075
H (-2.19, 3.40, 0.97)  0.052
H (-2.84, 2.47, -0.16)  0.094

Its SMILES is CC(C)[C@@H]1[C@@H]2OC(=O)[C@H]1[C@@H]1CC[C@@H]3CN(C)[C@H]2[C@@]31C. As for the calculated total energy: -22581.6371 eV. For the gap between HOMO and LUMO, the calculation gives 0.3531 hartree. The energy above the lowest of the compared OMol25 structures with the same formula, charge and spin is 179.6 kJ/mol. The total charge is 0.



This record from the Open Molecules 2025 dataset describes a single C6H7N molecule. The level of theory is ωB97M-V/def2-TZVPD.

Each line ends with the Löwdin charge.
Positions of all 14 atoms, in Å:
C (0.65, 0.76, 1.35)  0.020
C (-0.35, -0.31, 0.26)  -0.367
C (-0.78, -1.43, 0.97)  -0.217
N (-1.05, -2.29, 1.68)  0.168
C (-1.19, 0.45, -0.74)  -0.048
C (-0.29, 0.37, -1.72)  -0.077
C (0.66, -0.49, -0.95)  -0.137
H (0.09, 0.91, 2.32)  0.068
H (0.80, 1.79, 0.86)  0.094
H (1.54, 0.22, 1.62)  0.041
H (-2.19, 0.95, -0.85)  0.123
H (-0.36, 0.78, -2.71)  0.098
H (0.80, -1.60, -1.10)  0.129
H (1.69, -0.11, -0.99)  0.107

Its SMILES is C[C@@]1(C#N)C=CC1. As for the calculated total energy: -7822.3259 eV. For the gap between HOMO and LUMO, the calculation gives 0.3997 hartree. The energy above the lowest of the compared OMol25 structures with the same formula, charge and spin is 320.5 kJ/mol. The total charge is 0.



This record from the Open Molecules 2025 dataset describes BrN4O12V as an isolated structure. The level of theory is ωB97M-V/def2-TZVPD.

Each line ends with the Mulliken spin population.
Positions of all 18 atoms, in Å:
V (0.08, 0.89, 0.25)  2.018
N (-2.64, -0.96, -0.40)  0.003
O (-2.69, -1.42, -1.54)  0.005
O (-3.53, -1.14, 0.43)  0.001
O (-1.62, -0.26, -0.07)  -0.001
N (0.12, -0.38, 3.30)  0.000
O (0.22, 0.46, 2.33)  -0.004
O (-1.01, -0.80, 3.63)  0.004
O (1.14, -0.66, 3.96)  0.002
N (0.31, 0.86, -3.06)  -0.002
O (1.37, 1.17, -3.64)  0.006
O (0.19, 1.19, -1.82)  0.006
O (-0.62, 0.29, -3.63)  0.006
N (2.27, -0.69, -0.10)  -0.007
O (2.21, 0.55, 0.15)  -0.017
O (1.10, -1.17, -0.14)  -0.008
O (3.29, -1.31, -0.24)  0.008
Br (-0.19, 3.38, 0.61)  -0.017

Its expectation value of S² is 2.01. As for the calculated total energy: -126251.8492 eV. For the gap between HOMO and LUMO (spin up / spin down), the calculation gives 0.2946 / 0.3254 hartree. The energy above the lowest of the compared OMol25 structures with the same formula, charge and spin is 0.0 kJ/mol. The total charge is -2. Its spin multiplicity is 3.



This record from the Open Molecules 2025 dataset describes a 2-piece molecular cluster, C3H4FI overall. The level of theory is ωB97M-V/def2-TZVPD.

Each line ends with the Löwdin charge.
Positions of all 9 atoms, in Å:
C (0.57, -0.46, 0.28)  -0.081
C (-0.10, -1.45, -0.40)  -0.158
C (0.14, 1.75, -0.10)  -0.558
F (-1.30, -2.00, -0.18)  0.016
I (-1.86, 2.15, -0.17)  0.725
H (0.44, -0.28, 1.25)  0.025
H (1.48, -0.25, -0.09)  0.026
H (0.19, -1.85, -1.35)  0.106
H (0.43, 2.39, 0.76)  -0.102

As for the calculated total energy: -13988.2051 eV. For the gap between HOMO and LUMO (spin up / spin down), the calculation gives 0.2612 / 0.2616 hartree. The energy above the lowest of the compared OMol25 structures with the same formula, charge and spin is 439.9 kJ/mol. The total charge is 0.



- total charge of number 3 (C16H25NO2)?
  0



- Look up the calculated total energy of the fourth one.
  -7822.3259 eV



- What is the formula in the third record?
  C16H25NO2